54
Properties=species:S:1:pos:R:3:mulliken_spin:R:1 method="wB97M-V/def2-TZVPD" e_tot_ha=-4028.03169 charge=-1 spin_multiplicity=5 e_above_lowest_kcal_mol=23.35
Cr 0.43746 -0.60159 0.01071 3.1991
S -0.36315 -2.48669 -1.18735 -0.0645
C -1.38053 -1.65339 -2.33881 0.0065
C -1.71819 -2.30221 -3.54191 0.0102
C -2.51474 -1.70622 -4.49920 -0.0019
C -3.02436 -0.42480 -4.30246 0.0019
C -2.72488 0.23440 -3.12498 0.0011
C -1.91060 -0.36078 -2.16384 -0.0027
S -1.62399 0.50342 -0.63352 -0.0252
C -0.76845 2.03698 -1.13152 0.0127
C 0.28570 2.38014 -0.10734 -0.0642
C 0.76701 3.67370 -0.04264 0.1585
C 1.85840 3.93406 0.78968 0.0008
C 2.35090 2.93696 1.58701 0.0932
C 1.73788 1.66471 1.58660 0.0621
C 2.10132 0.67238 2.51315 0.4310
S 2.63939 -1.32046 0.71034 0.0810
C 3.63332 -0.16038 -0.16030 0.0001
C 4.90848 0.15526 0.31426 0.0185
C 5.70648 1.08278 -0.33936 -0.0017
C 5.22802 1.71452 -1.48217 0.0105
C 3.96112 1.41310 -1.95871 0.0081
C 3.15080 0.47181 -1.31726 0.0027
S 1.58474 0.03537 -1.98178 -0.0864
N 0.76777 1.39029 0.65683 0.1195
H -1.31068 -3.29224 -3.70492 -0.0007
H -2.73872 -2.23971 -5.41586 0.0000
H -3.64452 0.04876 -5.05296 0.0005
H -3.12731 1.22435 -2.93856 0.0014
H -1.49193 2.84711 -1.21384 -0.0012
H -0.29453 1.85421 -2.09452 -0.0029
H 0.34027 4.44280 -0.67173 0.0072
H 2.30269 4.92186 0.81069 0.0020
H 3.17976 3.11143 2.26079 -0.0015
H 1.41256 -0.10897 2.79077 0.0294
H 2.99075 0.81646 3.11208 -0.0111
H 5.26227 -0.34677 1.20790 0.0013
H 6.69450 1.31176 0.04355 0.0000
H 5.83680 2.44973 -1.99618 0.0010
H 3.57729 1.90380 -2.84614 0.0007
O -2.93165 -2.54565 5.21141 0.0001
C -3.85738 -2.87895 4.34167 0.0003
O -4.88832 -3.42725 4.67233 -0.0001
C -3.61562 -2.55506 2.90462 -0.0013
C -4.57149 -2.81862 1.95859 -0.0001
N -4.08069 -2.38676 0.78310 -0.0014
N -2.86190 -1.86125 0.88461 -0.0011
C -2.54909 -1.94376 2.16472 0.0114
C -1.20070 -1.45920 2.62171 0.0027
O -0.98443 -1.44166 3.84663 0.0120
O -0.33184 -1.10983 1.77528 -0.0186
H -2.16164 -2.08292 4.74793 -0.0008
H -5.54009 -3.27670 2.06632 -0.0001
H -4.50433 -2.44035 -0.12541 0.0002